{
  "formula": "C6H11P",
  "method": "ωB97M-V/def2-TZVPD",
  "e_lumo_ev": [-0.489, -0.417],
  "e_above_lowest_kj_mol": 445.5,
  "total_charge": 0,
  "molar_mass_g_mol": 114.128,
  "species": ["P", "C", "C", "C", "C", "C", "C", "H", "H", "H", "H", "H", "H", "H", "H", "H", "H", "H"],
  "xyz": [[-1.491814, 0.087497, 0.954398], [-0.796232, -1.538179, 0.386517], [1.330996, 0.017722, 0.318069], [1.747335, 1.344657, 0.718096], [2.256644, -0.948253, 0.421840], [-2.792115, 0.430761, -0.236811], [-0.023990, -0.355448, -0.000265], [-1.471467, -1.834921, -0.469394], [-2.410858, 0.880985, -1.127168], [2.685867, 1.435682, 1.081718], [1.715831, 1.961513, -0.243523], [-0.268328, -2.388814, 0.761426], [2.107746, -1.956608, 0.041641], [-0.166353, 0.376062, -1.874300], [3.282871, -0.815047, 0.695845], [0.980551, 1.756243, 1.393635], [-3.450620, 1.259750, 0.337938], [-3.382684, -0.569320, -0.573010]],
  "atomic_forces_ev_per_a": [[0.9, 0.0, 1.5], [-0.9, -0.2, -3.1], [1.6, -2.6, 1.0], [-4.0, 2.5, -2.5], [-0.2, -1.0, -1.1], [-3.1, -0.6, 0.6], [-0.6, 2.2, -3.0], [0.8, 0.0, 1.0], [0.4, 0.3, -0.6], [2.9, -0.1, 1.3], [-0.1, -0.3, 1.2], [-0.1, -0.2, 1.1], [-0.5, 0.0, 0.2], [0.1, -1.2, 2.6], [0.3, 0.6, 0.3], [0.5, 0.2, -0.1], [1.0, -2.2, -1.5], [1.0, 2.6, 1.0]],
  "nbo_charge": [0.740, -0.730, -0.094, -0.620, -0.346, -0.974, -0.211, 0.244, 0.251, 0.218, 0.219, 0.248, 0.185, -0.034, 0.192, 0.218, 0.246, 0.248]
}


{
  "formula": "C37H50Ge2N5O2Sr",
  "method": "ωB97M-V/def2-TZVPD",
  "e_lumo_ev": -2.559,
  "e_above_lowest_kj_mol": 218.9,
  "total_charge": 1,
  "molar_mass_g_mol": 829.680,
  "species": ["Sr", "Ge", "Ge", "O", "O", "N", "N", "N", "N", "N", "C", "C", "C", "C", "C", "C", "C", "C", "C", "C", "C", "C", "C", "C", "C", "C", "C", "C", "C", "C", "C", "C", "C", "C", "C", "C", "C", "C", "C", "C", "C", "C", "C", "C", "C", "C", "C", "H", "H", "H", "H", "H", "H", "H", "H", "H", "H", "H", "H", "H", "H", "H", "H", "H", "H", "H", "H", "H", "H", "H", "H", "H", "H", "H", "H", "H", "H", "H", "H", "H", "H", "H", "H", "H", "H", "H", "H", "H", "H", "H", "H", "H", "H", "H", "H", "H", "H"],
  "xyz": [[-0.117277, -0.465057, 0.352935], [3.343758, 0.252064, 1.011724], [2.135834, 2.393361, 0.252824], [0.592470, -0.627022, -1.843245], [-1.361815, -1.097416, -2.769559], [-0.527043, 0.796834, 3.054722], [-2.368665, -0.816484, 0.721506], [-1.791022, 1.662818, -0.530297], [0.366406, -2.734389, 1.203587], [1.538800, 0.685514, -4.071963], [3.966784, 2.840538, 0.792943], [3.248808, -0.677969, 2.763153], [-3.327004, -0.205859, -0.204153], [-2.924129, 0.339003, 2.827550], [8.039967, 0.516684, 2.226160], [-4.139614, 2.126854, -0.672964], [6.571228, 2.864887, 2.294874], [0.554222, 0.975822, 3.814492], [-1.458780, -4.265167, 1.413645], [8.606823, 1.666477, 2.750214], [-3.081012, 1.273771, -0.421932], [-2.789654, -1.015793, 2.105915], [2.089047, 3.002757, -1.618013], [-3.878654, 3.421976, -1.100107], [-0.626980, -5.186736, 2.042673], [-2.564478, 3.807891, -1.276621], [4.173441, -1.889131, 2.903946], [6.739699, 0.544349, 1.739299], [0.549171, 0.953513, 5.199158], [0.158114, 0.223405, -4.050343], [-1.701940, 0.591825, 3.691832], [0.952734, 3.458843, 1.438787], [-1.563971, 2.894944, -0.974663], [5.987650, 1.715251, 1.754007], [-0.656821, 0.748346, 5.842067], [3.649981, -0.827503, -0.604987], [0.702338, -4.872309, 2.221422], [1.719061, 4.596733, 2.113714], [1.148677, -3.629795, 1.791419], [-0.242136, -0.564692, -2.814393], [4.933584, -1.652054, -0.698565], [7.865040, 2.841753, 2.784895], [-1.894679, -2.148318, 0.105255], [4.609263, 1.738617, 1.219339], [-1.797755, 0.571417, 5.073700], [1.996068, 4.528568, -1.624289], [-0.940175, -3.059352, 0.987772], [2.183259, -3.340785, 1.934028], [-0.713509, 0.732527, 6.922451], [-3.697065, -1.631979, 2.151827], [5.019286, -2.390081, 0.098725], [-1.392499, -1.936983, -0.882965], [6.317570, -0.359790, 1.319885], [4.077423, -2.600818, 2.082747], [2.220627, -0.967944, 2.998265], [-2.995465, 1.148594, 2.101056], [3.971309, -2.427904, 3.832256], [2.508390, 4.216472, 2.764058], [5.997958, 3.781905, 2.342797], [0.121871, 3.857497, 0.855317], [4.462880, 3.808659, 0.732680], [5.218758, -1.587547, 2.932557], [9.618545, 1.650906, 3.133002], [-0.527132, 3.177229, -1.103552], [3.028440, 2.667381, -2.059963], [4.970193, -2.195641, -1.644255], [-5.156193, 1.775483, -0.556024], [2.193071, 5.259676, 1.388657], [8.297192, 3.742349, 3.201109], [3.621297, -0.086257, -1.407559], [2.085258, 0.142677, -4.726409], [5.821376, -1.020240, -0.660234], [-2.500726, -4.498287, 1.242906], [-3.153827, -0.648703, -1.191001], [-4.353447, -0.463966, 0.073761], [2.833550, 4.987551, -1.095411], [1.480589, 1.173057, 3.286615], [-2.761504, 0.419830, 5.540674], [3.522988, 0.088826, 3.491236], [-0.063658, -0.401862, -4.915629], [0.503478, 2.815114, 2.186050], [2.008586, 4.915346, -2.644590], [2.778783, -1.468026, -0.769716], [-2.302685, 4.792569, -1.636468], [-4.690084, 4.106605, -1.307945], [1.302171, 2.560134, -2.229118], [-2.758171, -2.762702, -0.145509], [8.607564, -0.404324, 2.191601], [-0.544975, 1.062827, -4.104860], [1.051426, 5.207438, 2.725354], [1.468713, 1.105753, 5.746118], [-1.019205, -6.139324, 2.372671], [-2.010425, -1.579411, 2.622351], [-3.828789, 0.363431, 3.432442], [1.393623, -5.563701, 2.681008], [1.943036, 0.525173, -3.155418], [1.079311, 4.890624, -1.151904]],
  "atomic_forces_ev_per_a": [[2.9, 3.0, 0.1], [0.3, 0.5, -0.2], [0.7, 0.2, 0.5], [0.3, 0.2, -0.2], [-0.1, 0.2, 0.0], [-0.5, -0.5, 0.2], [-0.3, -2.3, -0.5], [-0.5, -0.5, 0.0], [-1.1, -0.4, -0.3], [0.0, 0.0, 0.0], [0.1, -0.2, 0.0], [-0.4, -0.2, -0.1], [0.2, 0.0, 0.0], [0.3, -0.1, 0.2], [0.0, 0.0, 0.0], [0.0, 0.1, 0.0], [0.0, 0.0, 0.0], [0.1, 0.1, 0.0], [0.0, -0.2, 0.1], [0.0, 0.0, 0.0], [0.2, 0.0, -0.1], [-0.3, 0.4, 0.0], [-0.4, -0.2, -0.1], [0.0, 0.0, 0.0], [-0.2, 0.0, 0.0], [0.1, 0.0, 0.0], [0.1, 0.0, 0.0], [0.1, 0.0, 0.0], [0.0, 0.0, 0.0], [0.0, -0.1, 0.0], [0.0, 0.1, -0.3], [-0.2, 0.0, -0.1], [0.1, 0.2, 0.0], [0.0, 0.0, 0.0], [0.0, 0.0, 0.0], [0.0, -0.3, 0.1], [0.1, 0.1, 0.0], [0.0, 0.0, 0.0], [0.1, -0.1, 0.2], [-0.2, -0.4, 0.2], [0.1, 0.0, 0.0], [0.0, 0.0, 0.0], [0.0, -0.5, 0.5], [0.1, 0.2, 0.0], [0.0, 0.0, 0.1], [0.1, 0.1, -0.1], [-0.3, 0.3, -0.4], [-0.1, 0.0, 0.0], [0.0, 0.0, 0.0], [-0.1, 0.2, 0.0], [0.0, 0.0, 0.0], [-0.7, -0.2, 0.4], [-0.1, 0.0, 0.0], [0.0, 0.0, 0.0], [0.0, -0.1, 0.0], [-0.1, 0.0, 0.0], [0.0, 0.0, 0.0], [0.0, 0.0, 0.0], [0.0, 0.0, 0.0], [0.0, 0.0, 0.0], [0.0, 0.0, 0.1], [0.0, 0.0, 0.0], [0.0, 0.0, 0.0], [0.0, 0.0, 0.0], [0.0, 0.0, 0.0], [0.0, 0.0, 0.0], [0.0, 0.0, 0.0], [0.0, 0.0, 0.0], [0.0, 0.0, 0.0], [0.0, 0.0, 0.0], [0.0, 0.0, 0.0], [0.0, 0.0, 0.0], [0.0, 0.0, 0.0], [0.0, 0.0, 0.0], [-0.1, 0.3, 0.1], [0.0, 0.0, 0.0], [0.0, 0.0, 0.0], [0.0, 0.0, 0.0], [0.0, 0.0, 0.0], [0.0, 0.0, 0.0], [-0.1, 0.0, 0.0], [0.0, 0.0, 0.0], [0.0, 0.0, 0.0], [0.0, 0.0, 0.0], [0.0, 0.0, 0.0], [0.0, 0.0, 0.0], [0.0, 0.0, 0.1], [0.0, 0.0, 0.0], [0.0, 0.0, 0.0], [0.0, 0.0, 0.0], [0.0, 0.0, 0.0], [0.0, 0.0, 0.0], [0.0, -0.1, -0.1], [0.1, 0.0, 0.1], [0.0, 0.0, 0.0], [0.0, 0.0, 0.0], [0.0, 0.0, 0.0]],
  "lowdin_charge": [1.438, 0.892, 0.862, -0.274, -0.017, 0.083, -0.337, 0.092, -0.015, 0.010, -0.237, -0.358, -0.116, -0.082, -0.074, -0.010, -0.037, -0.160, -0.010, -0.083, -0.264, -0.166, -0.367, -0.036, -0.023, -0.032, -0.163, -0.056, -0.035, -0.185, -0.268, -0.361, -0.123, -0.235, -0.037, -0.363, -0.023, -0.163, -0.099, -0.652, -0.157, -0.074, -0.175, -0.352, -0.009, -0.163, -0.266, 0.094, 0.118, 0.137, 0.053, 0.079, 0.075, 0.038, 0.025, 0.111, 0.078, 0.064, 0.106, 0.037, 0.069, 0.061, 0.105, 0.072, 0.068, 0.075, 0.121, 0.062, 0.106, 0.054, 0.069, 0.062, 0.124, 0.126, 0.142, 0.065, 0.074, 0.119, 0.066, 0.123, 0.008, 0.079, 0.038, 0.115, 0.118, 0.032, 0.136, 0.106, 0.114, 0.074, 0.116, 0.122, 0.116, 0.121, 0.119, 0.030, 0.056]
}


{
  "formula": "C18H40O10",
  "method": "ωB97M-V/def2-TZVPD",
  "e_lumo_ev": 0.416,
  "smiles": "CCCCCOC(=O)OO.COCCOCCOC.COCCOCCOC",
  "total_charge": 0,
  "molar_mass_g_mol": 416.508,
  "species": ["O", "O", "O", "O", "O", "O", "O", "O", "O", "O", "C", "C", "C", "C", "C", "C", "C", "C", "C", "C", "C", "C", "C", "C", "C", "C", "C", "C", "H", "H", "H", "H", "H", "H", "H", "H", "H", "H", "H", "H", "H", "H", "H", "H", "H", "H", "H", "H", "H", "H", "H", "H", "H", "H", "H", "H", "H", "H", "H", "H", "H", "H", "H", "H", "H", "H", "H", "H"],
  "xyz": [[1.785887, -1.024447, -0.142956], [-1.497455, 0.840683, 7.690624], [2.856327, 1.999031, 0.259695], [1.214187, 0.301200, -4.932328], [0.281194, 1.006667, 1.596904], [1.759402, -2.015627, -6.854997], [-1.178394, -1.128581, -6.671963], [-2.181046, -1.171188, 7.114543], [0.350798, -1.662888, 7.537022], [-0.449848, -0.929208, 8.451519], [2.891538, 3.194470, -0.489193], [-2.274798, -0.005344, 4.511486], [2.456686, 2.190338, 1.607188], [1.676298, 0.281793, -3.598571], [1.606115, 1.041989, 2.109674], [0.389050, -0.775608, -0.116493], [-3.461501, -0.677042, 6.703019], [-1.419349, -0.310061, 7.715424], [-3.545036, -0.490658, 5.183793], [0.709656, -2.518332, -6.041695], [1.832391, -0.616415, -7.090193], [-3.052241, 2.384321, 5.219524], [2.253023, 0.209710, -5.892562], [-0.669142, -2.453055, -6.664928], [-1.980297, 1.518922, 4.575643], [-1.927850, -0.821779, -7.825848], [0.092344, 0.668987, 0.229921], [2.139807, -2.296545, 0.352821], [0.946045, -3.576730, -5.905859], [3.154549, -0.229557, -5.452535], [2.163406, 1.229423, -3.343012], [2.370776, -0.547514, -3.428846], [2.484551, 1.227171, -6.234995], [0.813877, 0.141699, -2.949697], [-4.407487, 0.096606, 4.918193], [-1.374975, -1.073729, -8.738059], [0.907819, -0.239578, -7.529507], [-0.973798, 0.826978, 0.047529], [-3.782717, 0.188443, 7.255818], [1.963026, 3.764335, -0.372439], [0.718850, -2.060257, -5.051714], [-3.864959, 2.618505, 4.548329], [3.364935, 2.244177, 2.221617], [-0.008313, -0.996847, -1.115492], [-1.044996, 1.682134, 5.085374], [-2.597678, 3.333476, 5.463343], [-2.111961, 0.251556, -7.825719], [-0.110601, -1.429273, 0.607074], [3.742882, 3.817098, -0.192438], [2.999366, 2.926530, -1.538941], [-1.859034, 1.869442, 3.565268], [-3.738241, -1.482893, 4.801002], [-1.355280, -3.074949, -6.075279], [-3.439738, 1.997630, 6.145176], [-2.890038, -1.346134, -7.823581], [1.483068, 1.184176, 3.186773], [1.839204, -3.089120, -0.341390], [-2.363143, -0.259333, 3.466499], [-4.154506, -1.464849, 6.941962], [3.222710, -2.318910, 0.465248], [1.897758, 3.125375, 1.718820], [0.343749, -1.120182, 6.735698], [2.612179, -0.502185, -7.847294], [-0.622241, -2.855832, -7.682615], [-1.415759, -0.555796, 4.856047], [1.689997, -2.479476, 1.335436], [2.108177, 0.083335, 1.973733], [0.630796, 1.353722, -0.426600]],
  "atomic_forces_ev_per_a": [[0.0, 0.0, 0.3], [-0.5, 4.3, 0.1], [-0.4, 0.0, -0.1], [0.0, -0.4, 0.1], [0.0, 0.0, 0.0], [0.0, 0.0, 0.0], [0.2, 0.1, -0.2], [-1.1, -1.0, -0.2], [0.3, -0.9, -0.3], [0.5, 0.2, 0.3], [0.1, -0.1, 0.1], [-0.3, 1.1, -0.4], [0.2, -0.2, -0.1], [-0.1, 0.1, -0.1], [-0.1, 0.0, 0.1], [0.3, 0.0, -0.2], [-0.7, -0.2, -1.0], [0.6, -2.6, 0.7], [0.8, -0.7, 0.5], [0.0, -0.1, 0.0], [0.0, 0.0, -0.1], [0.4, 0.4, -0.1], [-0.3, 0.2, 0.0], [-0.1, 0.2, 0.2], [-0.5, -0.5, 0.2], [0.0, 0.0, 0.1], [-0.1, 0.0, 0.0], [0.0, 0.1, -0.1], [0.0, 0.0, 0.0], [0.0, 0.0, 0.0], [0.1, -0.1, 0.1], [0.0, 0.0, 0.0], [0.2, -0.1, -0.1], [0.0, 0.1, 0.0], [-0.3, 0.4, 0.0], [0.0, -0.1, 0.0], [-0.1, 0.1, 0.2], [0.0, 0.0, 0.1], [0.4, 0.4, 0.3], [0.0, 0.0, 0.0], [-0.1, 0.2, 0.0], [-0.4, -0.2, -0.2], [-0.1, 0.1, 0.2], [-0.2, 0.0, 0.1], [0.4, 0.1, 0.2], [0.1, 0.4, 0.1], [0.0, 0.0, 0.1], [0.0, 0.0, 0.0], [-0.1, 0.1, 0.0], [0.1, 0.0, 0.0], [0.3, 0.2, -0.4], [-0.1, -0.4, -0.3], [0.1, -0.2, -0.1], [-0.2, -0.2, 0.3], [0.0, 0.0, -0.1], [0.0, 0.0, 0.0], [0.0, -0.1, 0.1], [0.0, -0.2, -0.4], [-0.2, -0.4, 0.4], [0.0, 0.0, -0.1], [0.0, 0.0, 0.0], [0.3, 0.1, -0.1], [0.0, 0.0, 0.0], [0.0, 0.0, 0.0], [0.3, -0.3, 0.3], [0.0, 0.0, 0.0], [0.1, 0.0, -0.2], [0.2, -0.1, 0.0]],
  "nbo_charge": [-0.550, -0.561, -0.548, -0.550, -0.544, -0.541, -0.547, -0.493, -0.405, -0.272, -0.247, -0.398, -0.094, -0.244, -0.082, -0.095, -0.075, 0.946, -0.426, -0.083, -0.083, -0.610, -0.093, -0.094, -0.401, -0.248, -0.084, -0.249, 0.186, 0.174, 0.164, 0.170, 0.173, 0.186, 0.219, 0.164, 0.184, 0.188, 0.198, 0.165, 0.186, 0.197, 0.176, 0.175, 0.200, 0.215, 0.193, 0.175, 0.169, 0.190, 0.211, 0.206, 0.173, 0.202, 0.166, 0.185, 0.168, 0.212, 0.193, 0.195, 0.174, 0.449, 0.186, 0.173, 0.191, 0.164, 0.185, 0.188]
}


Quick rundown of max |F|, same order as above: 5.344 4.181 4.344 eV/Å
Quick rundown of total energy, same order as above: -576.3479 -6048.5726 -1461.9828 a.u.